DFT (the ωB97M-V functional and the def2-TZVPD basis) results for the molecule C4H7N3S at a distorted geometry.

Element x y z (Å)
C1 1.62239 0.79949 0.34113
N1 0.36314 0.68330 -0.41952
N2 0.59508 0.40762 -1.69068
C2 -0.04611 -0.77401 -1.95311
C3 -0.72048 -1.24225 -0.71461
S1 -1.76537 -2.47182 -0.51489
N3 -0.41521 -0.28081 0.24060
C4 -1.25413 0.26979 1.27955
H1 2.25965 -0.06383 0.24205
H2 1.48241 1.05921 1.43770
H3 2.29851 1.60658 -0.02239
H4 -0.17378 -1.28574 -2.91083
H5 -1.61905 1.28765 0.94880
H6 -0.60215 0.41488 2.13258
H7 -2.02490 -0.41007 1.60362

Forces on the atoms, in the same order (eV/Å):
C 1.32 2.24 1.04
N 1.18 1.04 2.31
N -1.59 -4.23 -1.80
C 0.76 2.40 1.85
C -0.16 1.32 -0.07
S -0.32 -0.63 0.03
N -0.11 -0.96 -2.65
C 0.42 1.18 0.17
H -0.26 -0.87 0.06
H -0.33 -0.57 -1.42
H -0.99 -0.21 -0.19
H 0.37 0.59 0.35
H 0.05 -1.29 0.35
H -0.04 0.23 0.40
H -0.32 -0.25 -0.43

Summary:
M, g mol⁻¹: 129.19
Structure (SMILES): Cn1ncc(=S)n1C
Orbital gap, eV: 8.1
HOMO, eV: -8.251
Energy, Eh: -718.9881
Energy above the lowest of the compared OMol25 structures with the same formula, charge and spin, eV: 3.116

Results of the natural (NBO) charge analysis, in e, for atoms 1 through 4:
1 C -0.43
2 N -0.07
3 N -0.16
4 C -0.07